ORCA calculation (the ωB97M-V functional and the def2-TZVPD basis) on one molecule with the formula C11H10 in a non-equilibrium geometry.

Properties
- Electronic energy: -424.976669 hartree
- SMILES: c1ccc([C@H]2[C@]34C[C@]23C4)cc1
- ΔE to the lowest compared entry with this formula, charge and spin: 507.70 kJ/mol
- HOMO level: -9.0267 eV
- Kohn-Sham gap: 0.372 Eh

XYZ file:
```
21
C11H10 | the Open Molecules 2025 dataset | the ωB97M-V functional and the def2-TZVPD basis
H 1.995 2.170 -2.506
H 0.655 3.225 -2.175
C 0.211 1.168 -1.680
C 0.973 1.921 -0.475
C -0.589 1.907 -0.635
C 1.168 2.264 -1.895
H -0.961 1.317 0.059
C -1.372 -2.186 0.390
H 1.482 -0.209 1.994
C 0.696 -0.661 1.514
C -0.712 -1.305 -0.411
C -1.070 -2.267 1.791
H -2.147 -2.960 0.094
C 0.031 -1.620 2.278
C 1.045 0.477 -0.715
H -1.032 2.807 -0.931
H 0.407 -1.820 3.274
H -1.216 -0.972 -1.376
H -1.901 -2.793 2.336
C 0.317 -0.521 0.176
H 2.019 0.057 -1.106
```